## 1
{"formula": "C4H7N3", "method": "the ωB97M-V functional and the def2-TZVPD basis", "elements": ["C", "C", "C", "C", "N", "N", "N", "H", "H", "H", "H", "H", "H", "H"], "coordinates": [[1.54559, 0.66752, 0.09393], [-0.84979, 0.82034, -0.78830], [-0.75806, 1.33254, 0.60714], [0.19521, 0.25788, 0.33694], [2.65294, 1.04069, -0.03442], [0.07440, -2.01034, -0.38446], [0.21732, -1.04976, 0.75362], [-1.38198, -0.02696, -1.17906], [-0.33192, 1.51940, -1.48417], [-0.34733, 2.37477, 0.64426], [-1.46860, 0.97798, 1.31798], [0.51338, -1.66816, -1.15449], [0.48913, -2.94681, -0.16973], [-0.55030, -1.28910, 1.44075]], "e_lumo_ev": 0.950, "smiles": "N#CC1(NN)CC1", "gap_ev": 9.67}



## 2
{"formula": "C4H7N3", "method": "the ωB97M-V functional and the def2-TZVPD basis", "elements": ["C", "N", "C", "N", "N", "C", "C", "H", "H", "H", "H", "H", "H", "H"], "coordinates": [[2.30431, 0.12146, 0.25659], [1.18389, 0.20717, -0.64482], [-0.14823, 0.20517, -0.27779], [-1.03069, 0.71512, -1.13225], [-2.21866, 0.21142, -0.72337], [-2.10751, -0.52324, 0.40193], [-0.78808, -0.49941, 0.78290], [2.22270, -0.75967, 0.90487], [3.21197, -0.00884, -0.34278], [2.43509, 1.01128, 0.88868], [1.32749, 0.72515, -1.49706], [-3.07480, 0.60986, -1.07239], [-2.92707, -1.13919, 0.74065], [-0.39042, -0.87627, 1.71482]], "e_lumo_ev": 1.130, "smiles": "CNc1cc[nH]n1", "gap_ev": 8.90}



Here is how they stack up, most stable first: 2, 1.



## 1
{"formula": "CH5NS", "method": "the ωB97M-V functional and the def2-TZVPD basis", "elements": ["S", "H", "C", "N", "H", "H", "H", "H"], "coordinates": [[-0.94278, -2.13528, -0.15852], [-2.22721, -1.69242, 0.15900], [0.27480, 1.25318, 0.44282], [0.73274, 0.45670, -0.48964], [0.85063, 2.10566, 0.62259], [-0.67623, 1.10423, 0.96517], [0.25832, -1.67651, -0.81534], [1.72974, 0.58442, -0.72608]], "e_lumo_ev": 0.387, "smiles": "C=N.S", "gap_ev": 9.38}



## 2
{"formula": "CH5NS", "method": "the ωB97M-V functional and the def2-TZVPD basis", "elements": ["C", "N", "S", "H", "H", "H", "H", "H"], "coordinates": [[-0.35564, 1.09331, 1.65245], [-0.05883, 1.49067, 0.47357], [0.79935, -2.08427, -2.01779], [-0.30986, -2.68962, -1.62489], [-1.50127, 0.83025, 1.72915], [0.43304, 0.97258, 2.40675], [0.84497, 1.88699, 0.37049], [0.14824, -1.49993, -2.98972]], "e_lumo_ev": 1.044, "smiles": "C=N.S", "gap_ev": 10.70}



## 3
{"formula": "CH5NS", "method": "the ωB97M-V functional and the def2-TZVPD basis", "elements": ["S", "H", "C", "N", "H", "H", "H", "H"], "coordinates": [[-0.58510, -0.08881, 3.04526], [-1.48797, 0.32476, 3.96043], [0.43191, 0.15963, -0.56724], [0.30620, -0.24929, -1.78286], [0.58287, -0.56320, 0.24350], [0.35117, 1.23900, -0.40058], [0.07871, 0.41678, -2.50774], [0.32219, -1.23886, -1.99077]], "e_lumo_ev": -1.895, "gap_ev": 4.28}



Here is how they stack up, most stable first: 2, 1, 3.